DFT (wB97M-V/def2-TZVPD) results for C24H35N8O4PRbS as an isolated structure.

Calculated values
Energy above the lowest of the compared OMol25 structures with the same formula, charge and spin: 1.93 kJ/mol
HOMO-LUMO gap: 0.249 hartree
E: -2438.352914 a.u.
Largest force on an atom: 0.185 eV/Å
Highest occupied orbital energy: -4.5 eV
Net charge: -1

Geometry as XYZ:
```
74
Properties=species:S:1:pos:R:3:forces:R:3:lowdin_charge:R:1
Rb -1.33012 -0.53192 0.19260 0.0 0.0 -0.2 0.7840
O -0.85251 -5.01316 2.61180 0.0 0.0 0.0 -0.0687
C -1.19071 -3.95380 2.02633 0.1 0.1 0.0 -0.5624
N -0.43885 -2.93368 1.68138 -0.1 0.0 0.0 -0.0280
C 0.93172 -3.11348 2.06272 0.1 0.0 0.1 -0.2228
C 1.78948 -1.88847 1.84848 0.0 0.0 0.0 -0.2586
C 3.18439 -2.01497 1.86391 0.0 0.0 0.0 -0.0387
C 3.97391 -0.89237 1.72190 0.0 0.0 0.0 -0.1010
C 3.35864 0.34347 1.55545 0.0 0.0 0.0 -0.0892
C 1.97554 0.37916 1.54631 0.0 0.0 0.0 -0.1428
N 1.20843 -0.70234 1.68924 0.1 0.0 0.1 0.0666
C -2.67238 -3.81054 1.68508 0.0 0.0 0.0 -0.1959
C -3.52945 -4.85241 2.03636 0.0 0.0 0.0 -0.0207
C -4.87903 -4.73699 1.76354 0.0 0.0 0.0 -0.0859
C -5.34618 -3.58386 1.15122 0.0 0.1 0.0 -0.0838
C -4.42647 -2.59599 0.83420 0.1 0.0 0.0 -0.1444
N -3.12149 -2.70228 1.08631 -0.1 -0.1 0.1 0.0424
H 1.40739 -3.95523 1.53494 0.0 0.0 0.0 0.1194
H 1.02358 -3.38690 3.12813 0.0 0.0 0.0 0.1253
H 3.62437 -2.99705 1.98956 0.0 0.0 0.0 0.1088
H 5.05492 -0.97497 1.73426 0.0 0.0 0.0 0.0988
H 3.93182 1.25470 1.43886 0.0 0.0 0.0 0.0937
H 1.44081 1.31652 1.41703 0.0 0.0 0.0 0.0959
H -3.09610 -5.71751 2.51745 0.0 0.0 0.0 0.1041
H -5.56370 -5.53487 2.02819 0.0 0.0 0.0 0.0957
H -6.39539 -3.44683 0.92411 0.0 0.0 0.0 0.0919
H -4.73795 -1.66867 0.36085 0.0 0.0 0.0 0.0881
O -0.83345 2.68821 0.80425 0.0 0.0 0.0 -0.1534
C -1.76279 3.18057 1.72478 0.0 0.0 0.1 -0.2233
C -2.05729 2.22553 2.86789 0.0 0.0 0.0 -0.2539
C -2.53019 2.70238 4.09003 0.0 0.0 0.0 -0.0357
C -2.84597 1.79397 5.08428 0.0 0.0 0.0 -0.0828
C -2.67354 0.43723 4.84048 0.0 0.0 0.0 -0.0665
C -2.18495 0.05541 3.60272 0.1 0.1 -0.1 -0.1199
N -1.88509 0.93194 2.64240 -0.1 -0.1 0.0 0.0598
H -1.32791 2.47313 -0.03708 0.0 0.1 0.0 -0.0293
H -2.71727 3.40080 1.22761 0.0 0.0 0.0 0.1211
H -1.40163 4.12512 2.15021 0.0 0.0 0.0 0.1149
H -2.64472 3.76776 4.25111 0.0 0.0 0.0 0.1060
H -3.21752 2.13795 6.04224 0.0 0.0 0.0 0.0982
H -2.90685 -0.30594 5.59082 0.0 0.0 0.0 0.0984
H -2.01324 -0.98859 3.35342 0.0 0.0 0.0 0.1005
O -4.10230 0.77346 -0.38578 0.0 0.0 0.0 -0.6751
S -3.68329 1.72567 -1.44404 0.0 -0.1 0.0 0.5946
N -2.34150 2.31557 -1.43531 0.0 0.1 0.0 -0.4588
C 2.03100 1.11922 -5.29972 0.0 -0.1 0.0 -0.1152
N 1.23517 0.50553 -4.26032 0.2 0.1 0.0 -0.3120
C -0.07614 0.05125 -4.68119 0.0 0.0 0.1 -0.1031
P 1.59029 0.74267 -2.64849 0.0 -0.1 0.0 0.5167
O 0.69113 -0.10011 -1.83447 -0.1 0.0 0.1 -0.3724
N 3.17311 0.35203 -2.34089 0.0 0.0 0.0 -0.2948
C 4.32571 1.15505 -2.68203 0.0 0.0 0.0 -0.1350
C 3.48718 -1.01591 -1.95881 0.0 0.0 0.0 -0.0937
N 1.60497 2.39093 -2.44752 -0.1 0.0 0.0 -0.2895
C 1.99399 2.91742 -1.13950 0.0 0.0 0.0 -0.0940
C 0.53399 3.18183 -3.05574 0.0 0.0 0.0 -0.0913
H 2.15818 0.42175 -6.13393 0.0 0.0 0.0 0.0825
H 3.01899 1.37740 -4.92533 0.0 0.0 0.0 0.0589
H 1.56809 2.03377 -5.69461 0.0 0.0 0.0 0.0788
H 0.02422 -0.74028 -5.43019 0.0 0.0 0.0 0.0810
H -0.66542 0.86746 -5.11806 0.0 0.0 0.0 0.0814
H -0.61071 -0.33995 -3.81970 0.0 0.0 0.0 0.0739
H 4.01987 2.16899 -2.93068 0.0 0.0 0.0 0.0702
H 4.88072 0.73612 -3.53203 0.0 0.0 0.0 0.0784
H 5.01107 1.19905 -1.82827 0.0 0.0 0.0 0.0816
H 2.60058 -1.49204 -1.54790 0.0 0.0 0.0 0.0757
H 4.26047 -1.00607 -1.18707 0.0 0.0 0.0 0.0721
H 3.85302 -1.60073 -2.81190 0.0 0.0 0.0 0.0822
H 2.75815 2.28146 -0.69513 0.0 0.0 0.0 0.0592
H 1.14080 2.97374 -0.45759 0.0 0.0 0.0 0.0684
H 2.40713 3.92218 -1.27010 0.0 0.0 0.0 0.0854
H 0.25295 2.76392 -4.02024 0.0 0.0 0.0 0.0583
H 0.89808 4.20016 -3.21825 0.0 0.0 0.0 0.0834
H -0.36174 3.20746 -2.43058 0.0 0.0 0.0 0.0462
```
Positions in Å, forces in eV/Å.


DFT (wB97M-V/def2-TZVPD) results for a 4-piece molecular cluster, C4H13NO3 overall at a distorted geometry.

Calculated values
Energy above the lowest of the compared OMol25 structures with the same formula, charge and spin: 383.45 kJ/mol
HOMO-LUMO gap: 0.331 hartree
E: -440.569148 a.u.
SMILES: C=CC(=C)N.O.O.O
Largest force on an atom: 8.076 eV/Å
Highest occupied orbital energy: -8.5 eV
Net charge: 0

Geometry as XYZ:
```
21
Properties=species:S:1:pos:R:3:forces:R:3:lowdin_charge:R:1
C 2.03935 1.70072 0.04085 -0.4 0.3 0.7 0.0137
C 1.28024 0.77235 -0.55202 1.3 0.8 0.1 -0.1496
C -0.09966 0.59808 -0.07034 0.7 -1.7 1.2 -0.4865
C -0.25596 0.40081 1.25924 -2.5 -0.7 1.5 -0.0230
N -1.02905 0.36370 -1.08317 0.5 0.3 -0.4 0.0740
H 3.02307 2.02677 -0.20000 0.8 -0.6 -0.6 0.0433
H 1.72723 2.25515 0.94433 -0.6 -0.2 -0.8 0.0711
H 1.72370 0.04931 -1.28150 -0.7 1.0 0.3 0.1244
H 0.47326 0.56493 2.14193 -1.0 -0.4 -2.2 0.1034
H -1.34226 0.08410 1.60954 2.5 0.7 -0.6 0.0952
H -0.64127 0.67410 -1.99684 -1.5 -0.4 1.0 0.1117
H -2.02116 0.12420 -0.90262 1.3 0.4 -0.5 0.1264
O 1.46303 -2.97804 0.40072 4.1 -4.2 0.7 0.0257
H 0.86231 -3.64305 0.69611 -0.2 -1.3 0.5 0.0384
H 0.88483 -2.34523 0.25431 -4.0 5.6 -1.2 -0.0800
O -2.31544 2.06456 2.07305 -1.1 0.4 0.2 -0.0800
H -2.05040 2.00330 1.15126 0.4 0.2 0.2 0.0078
H -1.54002 2.26561 2.59753 0.3 0.0 -0.3 0.0289
O -1.03181 -2.44461 -2.57596 -3.2 6.5 -3.6 -0.0092
H -0.54435 -2.98445 -2.11626 4.2 -5.0 3.9 -0.0823
H -0.60562 -1.55229 -2.39017 -1.0 -1.6 -0.3 0.0466
```
Positions in Å, forces in eV/Å.


DFT (wB97M-V/def2-TZVPD) results for a 2-piece molecular cluster, C3H9S2 overall at a distorted geometry.

Calculated values
Energy above the lowest of the compared OMol25 structures with the same formula, charge and spin: 94.92 kJ/mol
HOMO-LUMO gap: 0.212 hartree
E: -916.078430 a.u.
Largest force on an atom: 1.592 eV/Å
Highest occupied orbital energy: -2.4 eV
Net charge: -1

Geometry as XYZ:
```
14
Properties=species:S:1:pos:R:3:forces:R:3:lowdin_charge:R:1
C 2.60429 -0.76273 0.39081 -0.9 -1.1 -0.1 -0.4868
S 2.71443 -2.60669 0.20606 1.0 0.3 0.7 0.5421
H 1.76836 -0.60855 1.06495 0.3 0.4 0.2 -0.0011
H 3.56321 -0.43259 0.76936 0.0 0.1 0.1 0.0073
H 2.29257 -0.28216 -0.52880 0.2 0.0 -0.2 -0.0618
C -2.32930 0.52599 0.33142 0.0 -1.5 0.6 -0.2566
C -1.53501 1.49894 -0.50882 0.8 0.0 -0.6 -0.7904
S -0.04228 0.76883 -1.37472 -0.4 0.1 0.6 0.1078
H -1.92467 0.20951 1.30899 0.7 0.5 -0.3 0.0503
H -2.31635 -0.41575 -0.23116 -0.5 0.1 0.0 0.0343
H -3.34902 0.77007 0.64901 -0.2 0.5 -0.7 0.0407
H -2.10653 1.82963 -1.37536 -0.5 0.2 0.4 0.0037
H -1.21280 2.36189 0.06681 -0.1 0.2 0.1 0.0137
H 1.87309 -2.85637 -0.76856 -0.6 0.3 -0.6 -0.2034
```
Positions in Å, forces in eV/Å.


DFT (wB97M-V/def2-TZVPD) results for a 3-piece molecular cluster, C15H18N3O9 overall at a distorted geometry.

Calculated values
HOMO-LUMO gap: 0.066 hartree
E: -1423.664965 a.u.
Largest force on an atom: 2.780 eV/Å
Highest occupied orbital energy: -1.6 eV
Net charge: -1

Geometry as XYZ:
```
45
Properties=species:S:1:pos:R:3:forces:R:3:lowdin_charge:R:1
N 3.01556 2.48912 2.47455 -1.0 -0.4 -0.1 0.0185
C 2.43644 1.85624 1.21143 -1.3 -0.7 0.4 -0.5987
N 2.23446 2.88253 0.07766 2.6 -0.8 0.8 0.0281
N 1.00506 1.42754 1.59869 0.4 -1.0 -2.0 -0.0119
C 3.19851 0.48849 0.72841 0.6 0.2 0.9 -0.2247
C 4.78489 0.66557 0.35820 -1.4 -0.7 -1.9 -0.3222
O 5.19140 2.07217 0.21966 -0.7 0.0 -2.4 -0.2738
H 2.48048 3.37832 2.71193 0.6 -1.6 -0.7 0.0683
H 2.72846 1.82645 3.24931 0.5 1.0 -1.2 0.0683
H 2.76124 2.43769 -0.73288 -0.9 0.9 1.3 0.0674
H 2.85698 3.70459 0.34153 -0.9 -1.4 -0.5 0.0716
H 1.04680 0.37470 1.74666 -0.2 1.7 -0.2 0.0547
H 0.47554 1.53018 0.68499 0.6 -0.2 1.6 0.0431
H 3.14767 -0.27597 1.64198 -0.1 1.6 -1.7 0.0893
H 2.56747 -0.02072 -0.13914 0.9 1.1 1.5 0.0931
H 4.88054 0.22297 -0.74570 -0.1 0.5 2.0 0.0222
H 5.05272 2.28032 -0.77055 0.5 -0.2 2.3 0.0636
C -2.95362 1.06247 2.93123 0.1 0.0 -0.1 0.0881
C -4.16215 1.11303 3.49481 0.4 0.2 1.5 -0.2142
C -5.40121 0.95755 2.68352 -0.8 -0.1 -0.4 -0.3151
O -6.49706 0.98962 3.23224 0.7 0.0 0.0 0.0885
C -5.25542 0.77350 1.23112 -0.3 0.0 0.4 0.0688
C -4.04691 0.72644 0.66728 -0.3 -0.2 -2.0 -0.2042
C -2.80777 0.85428 1.48234 1.4 0.1 0.1 -0.2880
O -1.71072 0.78860 0.93799 -1.5 -0.1 0.2 0.1047
O -3.90270 0.55644 -0.69746 0.5 0.3 2.0 0.0812
O -4.30721 1.31106 4.85565 -0.7 -0.3 -1.6 0.0698
H -2.04467 1.17174 3.50930 0.0 0.0 -0.1 0.1403
H -6.16444 0.67969 0.65093 0.0 0.0 0.0 0.1330
H -2.93402 0.55426 -0.85914 -0.2 0.0 0.0 0.1129
H -5.27566 1.30717 5.01805 0.4 0.0 -0.1 0.1115
C 0.79596 -3.13429 -4.51898 0.2 -0.6 0.2 0.0620
C 0.35879 -1.92035 -4.17847 -0.2 1.0 -1.1 -0.2217
C 0.08719 -1.56627 -2.75773 0.0 0.0 0.7 -0.3265
O -0.29568 -0.43682 -2.47354 -0.1 0.0 -0.4 0.0705
C 0.28886 -2.60693 -1.73746 -0.2 0.6 -0.2 0.0680
C 0.72272 -3.82186 -2.07858 0.2 -1.0 1.0 -0.2248
C 1.02050 -4.16698 -3.49574 0.1 0.1 -0.4 -0.3318
O 1.43557 -5.28648 -3.77613 -0.1 0.0 0.3 0.0657
O 0.91182 -4.80543 -1.12515 0.0 0.5 -1.6 0.0621
O 0.14290 -0.94536 -5.13498 0.0 -0.6 1.6 0.0616
H 0.99949 -3.40446 -5.54752 0.0 0.0 0.1 0.1293
H 0.07068 -2.34176 -0.71090 0.0 0.0 0.0 0.1320
H 1.23001 -5.59135 -1.62071 -0.1 0.4 0.2 0.1090
H -0.16949 -0.15770 -4.63870 0.2 -0.4 -0.1 0.1104
```
Positions in Å, forces in eV/Å.


- Which of these has the highest highest occupied orbital energy?
  C15H18N3O9


- Which of these has the lowest HOMO-LUMO gap?
  C15H18N3O9


- Which formula does entry 1 have?
  C24H35N8O4PRbS


- What is the HOMO-LUMO gap in the first record?
  0.249 hartree